Formula: C6H4O
Source: OMol25
Level of theory: ωB97M-V/def2-TZVPD

As for the SMILES: C#CC(=O)C#CC. The gap between HOMO and LUMO is 10.0 eV. The calculation puts the relative energy (zero: lowest compared OMol25 entry of this formula, charge and spin) at 53.0 kcal/mol. The value obtained for the LUMO energy is -0.3 eV.

The geometry in XYZ format:
```
11
C6H4O | OMol25 | ωB97M-V/def2-TZVPD
C 3.19 -0.72 0.58
C 2.28 0.07 0.62
C 1.17 1.01 0.73
O 1.27 2.05 1.35
C -0.06 0.58 0.09
C -1.12 0.18 -0.33
C -2.42 -0.34 -0.75
H 3.99 -1.43 0.55
H -2.99 0.42 -1.29
H -2.99 -0.61 0.15
H -2.32 -1.22 -1.38
```

=====

Formula: C6H4O
Source: OMol25
Level of theory: ωB97M-V/def2-TZVPD

The gap between HOMO and LUMO is 8.2 eV. The calculation puts the relative energy (zero: lowest compared OMol25 entry of this formula, charge and spin) at 143.1 kcal/mol. The value obtained for the LUMO energy is -0.8 eV.

The geometry in XYZ format:
```
11
C6H4O | OMol25 | ωB97M-V/def2-TZVPD
C 2.17 -0.24 -0.42
C 1.79 0.33 0.66
C 0.48 0.21 1.09
C -0.52 1.09 0.58
C -1.12 0.33 -0.39
C -0.51 -0.97 -0.33
O 0.07 -1.08 0.93
H 0.91 -0.65 -0.93
H -0.54 2.17 0.70
H -1.78 0.68 -1.17
H -0.94 -1.89 -0.72
```

=====

Formula: C6H4O
Source: OMol25
Level of theory: ωB97M-V/def2-TZVPD

The gap between HOMO and LUMO is 9.7 eV. The calculation puts the relative energy (zero: lowest compared OMol25 entry of this formula, charge and spin) at 64.1 kcal/mol. The value obtained for the LUMO energy is 0.5 eV.

The geometry in XYZ format:
```
11
C6H4O | OMol25 | ωB97M-V/def2-TZVPD
C -0.73 1.57 2.70
C -0.39 1.04 1.62
C -0.05 0.42 0.38
C 0.60 -0.76 0.13
C 0.52 -0.96 -1.28
C -0.14 0.12 -1.77
O -0.51 0.96 -0.77
H -0.84 0.36 2.71
H 1.05 -1.40 0.88
H 0.90 -1.79 -1.84
H -0.41 0.44 -2.76
```

=====

Formula: C6H4O
Source: OMol25
Level of theory: ωB97M-V/def2-TZVPD

As for the SMILES: C#CC(=O)C#CC. The gap between HOMO and LUMO is 10.0 eV. The calculation puts the relative energy (zero: lowest compared OMol25 entry of this formula, charge and spin) at 67.9 kcal/mol. The value obtained for the LUMO energy is -0.3 eV.

The geometry in XYZ format:
```
11
C6H4O | OMol25 | ωB97M-V/def2-TZVPD
C 2.61 -1.20 0.72
C 2.08 -0.15 0.94
C 1.01 0.82 1.19
O 0.82 1.35 2.28
C 0.07 0.98 0.10
C -0.84 0.80 -0.63
C -2.01 0.07 -1.22
H 3.15 -2.10 0.46
H -2.13 -0.03 -2.31
H -2.97 0.34 -0.76
H -1.78 -0.90 -0.79
```

=====

Formula: C6H4O2S
Source: OMol25
Level of theory: ωB97M-V/def2-TZVPD

The gap between HOMO and LUMO is 8.8 eV. The calculation puts the relative energy (zero: lowest compared OMol25 entry of this formula, charge and spin) at 102.8 kcal/mol. The value obtained for the LUMO energy is -0.7 eV.

The geometry in XYZ format:
```
13
C6H4O2S | OMol25 | ωB97M-V/def2-TZVPD
C -0.29 -0.68 -0.08
C -0.27 0.68 -0.17
C 0.87 -1.47 0.10
C 0.84 1.48 0.14
C 2.10 -1.09 0.02
C 2.09 1.09 0.04
O 4.19 0.01 -1.25
O 4.21 -0.04 1.23
S 3.44 0.01 0.02
H -1.01 -1.32 -0.57
H -1.27 1.33 -0.25
H 0.48 -2.47 0.32
H 0.52 2.56 0.19
```

=====

Formula: C6H4O2S4
Source: OMol25
Level of theory: ωB97M-V/def2-TZVPD

The gap between HOMO and LUMO is 8.2 eV. The value obtained for the LUMO energy is -0.8 eV.

The geometry in XYZ format:
```
16
C6H4O2S4 | OMol25 | ωB97M-V/def2-TZVPD
C 2.16 1.81 0.36
C 2.43 1.94 -0.98
C -2.90 -1.39 -0.52
C -3.11 -0.89 0.68
C -0.16 1.23 -0.73
C -2.71 1.24 -1.27
O -4.59 1.26 0.65
O -2.31 1.50 1.48
S 0.55 1.32 0.80
S 1.03 1.59 -1.94
S -2.52 -0.20 -1.95
S -3.23 0.92 0.55
H 2.89 2.29 1.13
H 3.26 2.57 -1.36
H -2.86 -2.41 -0.74
H -3.41 -1.28 1.61
```

=====

Formula: C6H4O3
Source: OMol25
Level of theory: ωB97M-V/def2-TZVPD

As for the SMILES: C1=COc2cocc2O1. The gap between HOMO and LUMO is 9.2 eV. The calculation puts the relative energy (zero: lowest compared OMol25 entry of this formula, charge and spin) at 71.8 kcal/mol. The value obtained for the LUMO energy is 0.8 eV.

The geometry in XYZ format:
```
13
C6H4O3 | OMol25 | ωB97M-V/def2-TZVPD
C -2.06 -0.71 -0.06
C -2.08 0.69 0.17
O -0.84 1.52 -0.18
C 0.31 0.77 -0.05
C 1.60 1.07 0.16
O 2.36 -0.13 -0.06
C 1.51 -1.11 0.04
C 0.23 -0.60 0.05
O -0.93 -1.46 -0.04
H -2.92 -1.28 -0.10
H -3.17 1.14 0.38
H 2.33 2.03 -0.03
H 2.06 -2.06 0.10
```

=====

Formula: C6H58NO23
Source: OMol25
Level of theory: ωB97M-V/def2-TZVPD

The gap between HOMO and LUMO is 9.8 eV. The total charge is +1. The calculation puts the relative energy (zero: lowest compared OMol25 entry of this formula, charge and spin) at 1.1 kcal/mol. The value obtained for the LUMO energy is -2.6 eV.

The geometry in XYZ format:
```
88
C6H58NO23 | OMol25 | ωB97M-V/def2-TZVPD
C 17.90 31.16 50.43
O 16.83 30.36 50.33
C 15.70 30.77 51.25
C 14.64 29.71 50.99
N 13.56 29.86 51.94
H 13.02 28.99 51.67
H 14.06 29.46 52.72
C 12.81 31.14 52.14
C 11.99 31.28 53.32
O 11.30 32.47 53.53
C 10.96 32.77 54.87
H 18.27 31.13 51.57
H 17.70 32.10 49.92
H 18.75 30.61 49.92
H 15.33 31.77 50.92
H 15.91 30.67 52.21
H 14.94 28.82 51.04
H 14.22 30.01 50.04
H 12.08 31.13 51.38
H 13.46 32.01 52.00
H 12.70 30.95 54.18
H 11.22 30.50 53.19
H 10.35 32.11 55.35
H 10.64 33.93 54.82
H 11.90 33.06 55.36
O 12.98 35.08 57.48
H 13.59 35.02 58.11
H 12.42 34.46 57.63
O 12.35 27.58 48.72
H 13.23 27.80 48.45
H 11.84 28.37 48.51
O 11.15 35.25 52.40
H 11.08 34.32 52.75
H 12.11 35.38 52.21
O 14.69 33.24 54.84
H 14.91 32.61 55.68
H 13.87 33.84 55.05
O 13.58 34.88 51.20
H 13.43 35.61 50.52
H 14.54 35.08 51.41
O 19.38 31.76 47.26
H 20.11 32.40 47.07
H 18.63 32.39 47.38
O 14.56 29.12 54.40
H 15.29 28.48 54.34
H 13.98 28.84 54.84
O 9.48 28.93 56.56
H 9.77 28.50 57.42
H 9.70 29.92 56.71
O 8.21 30.64 52.91
H 8.41 29.74 53.27
H 7.42 30.80 53.48
O 11.74 30.16 48.04
H 12.15 30.93 48.50
H 10.82 30.52 47.85
O 21.69 30.12 48.98
H 22.38 29.84 48.32
H 20.74 30.13 48.56
O 8.53 34.96 56.16
H 7.79 34.40 55.89
H 8.79 35.42 55.29
O 9.65 31.75 50.62
H 9.35 31.72 51.54
H 9.26 31.35 49.95
O 9.83 28.08 53.00
H 9.75 27.76 53.95
H 9.07 27.54 52.76
O 9.12 31.67 57.76
H 8.88 31.07 58.42
H 8.95 32.42 58.23
O 13.46 32.60 49.33
H 13.23 33.33 49.87
H 14.10 32.86 48.70
O 12.24 27.52 51.50
H 12.24 27.34 50.53
H 11.29 27.59 51.91
O 12.41 30.70 56.87
H 13.30 30.84 56.81
H 11.92 31.29 57.58
O 18.18 27.77 49.91
H 17.56 27.22 50.39
H 17.50 28.39 49.81
O 15.18 31.08 56.35
H 15.73 30.70 57.01
H 15.06 30.42 55.70
O 18.60 28.90 47.01
H 19.46 28.45 47.12
H 18.92 29.87 47.07
```

=====

Formula: C6H5AsF14NaO4
Source: OMol25
Level of theory: ωB97M-V/def2-TZVPD

The gap between HOMO and LUMO is 5.2 eV. The total charge is -1. The calculation puts the relative energy (zero: lowest compared OMol25 entry of this formula, charge and spin) at 60.1 kcal/mol. The value obtained for the LUMO energy is 0.5 eV.

The geometry in XYZ format:
```
31
C6H5AsF14NaO4 | OMol25 | ωB97M-V/def2-TZVPD
Na 0.46 -0.30 1.91
As -1.06 -4.34 4.36
F -1.65 -3.36 3.00
F -0.13 -5.55 3.38
F -0.49 -5.21 5.81
F -1.98 -3.23 5.48
F -2.50 -5.31 4.20
F 0.38 -3.23 4.34
O -1.16 4.84 4.30
C -0.79 3.62 3.91
O 0.13 3.47 3.11
O -1.41 2.64 4.39
H -0.47 5.35 3.88
C 0.55 0.12 -3.07
C -0.71 -0.75 -2.76
C -1.67 -0.90 -3.98
F -1.86 0.17 -4.71
F -1.34 -1.89 -4.83
F -0.36 -1.96 -2.33
F -1.28 -0.18 -1.77
O 1.34 0.42 -1.94
C 2.44 1.30 -2.11
C 2.12 2.84 -2.34
F 3.24 3.60 -2.28
F 1.59 3.11 -3.56
F 3.06 1.16 -0.97
F 3.27 0.82 -3.07
H 0.24 1.10 -3.42
H 1.25 -0.31 -3.79
H -2.67 -1.17 -3.64
H 1.48 3.12 -1.50
```

=====

Formula: C6H5BrClF
Source: OMol25
Level of theory: ωB97M-V/def2-TZVPD

The gap between HOMO and LUMO (spin up / spin down) is 6.6 / 6.8 eV. Its spin multiplicity is 3. The value obtained for the LUMO energy (spin up / spin down) is 0.6 / -3.0 eV.

The geometry in XYZ format:
```
14
C6H5BrClF | OMol25 | ωB97M-V/def2-TZVPD
C 1.02 -0.54 0.21
C 0.51 0.62 0.49
C 0.93 -1.23 -1.03
C -0.34 1.44 -0.34
C 0.65 -0.74 -2.27
C -0.28 2.70 -0.68
F -1.13 3.27 -1.66
Cl 0.53 3.96 0.19
Br 0.64 -1.77 -3.94
H 1.69 -1.05 0.99
H 0.91 0.97 1.41
H 1.16 -2.30 -0.83
H -0.73 0.89 -1.16
H 0.55 0.25 -2.37
```

=====

Formula: C6H5BrF2S
Source: OMol25
Level of theory: ωB97M-V/def2-TZVPD

The gap between HOMO and LUMO (spin up / spin down) is 6.1 / 6.8 eV. Its spin multiplicity is 3. The value obtained for the LUMO energy (spin up / spin down) is 0.7 / -2.4 eV.

The geometry in XYZ format:
```
15
C6H5BrF2S | OMol25 | ωB97M-V/def2-TZVPD
C 1.71 -1.47 0.64
C 0.81 -0.45 0.99
C 2.08 -1.43 -0.67
C 0.51 0.37 -0.06
C -0.41 1.47 -0.12
C -2.29 0.52 -0.48
F -3.21 1.48 -0.54
F -2.51 -0.27 0.57
S 1.34 -0.14 -1.51
Br -0.68 2.46 1.48
H 2.06 -2.22 1.33
H 0.40 -0.32 1.97
H 2.75 -2.08 -1.20
H -0.38 2.12 -0.99
H -2.19 -0.04 -1.41
```

=====

Formula: C6H5BrF6NO4PS
Source: OMol25
Level of theory: ωB97M-V/def2-TZVPD

As for the SMILES: O=C1N[C@@H](S(=O)(=O)C(F)(F)C(F)(F)F)C[C@]1(F)P(O)Br. The gap between HOMO and LUMO is 9.8 eV. The value obtained for the LUMO energy is -0.2 eV.

The geometry in XYZ format:
```
25
C6H5BrF6NO4PS | OMol25 | ωB97M-V/def2-TZVPD
O 0.00 -1.39 2.15
C -0.53 -0.94 1.20
N -0.23 0.33 0.58
C -0.39 0.17 -0.86
S 1.24 0.30 -1.64
O 1.98 -0.92 -1.48
O 1.06 0.84 -2.96
C 2.07 1.67 -0.67
F 2.95 2.20 -1.52
F 1.11 2.59 -0.40
C 2.82 1.26 0.66
F 2.58 0.03 1.05
F 2.45 2.09 1.64
F 4.13 1.40 0.48
C -0.95 -1.24 -1.09
C -1.56 -1.58 0.28
F -1.70 -2.93 0.50
P -3.15 -0.56 0.55
O -3.12 -0.38 2.17
Br -4.57 -2.22 0.44
H -0.56 1.18 1.00
H -1.02 0.91 -1.35
H -1.71 -1.31 -1.88
H -0.16 -1.97 -1.29
H -2.72 0.47 2.43
```

=====

Record-wise strongest force on any atom values, in eV/A: 0.626, 0.626, 0.604, 3.840, 4.314, 2.947, 5.957, 19.798, 5.506, 9.723, 5.063, 1.034
Record-wise electronic energy values, in Ha: -306.1271, -305.9834, -306.1094, -306.1034, -779.4469, -1974.0302, -456.5886, -2048.1450, -4329.0001, -3365.4875, -3403.3841, -4500.1174